A structure of composition C27H23F3MnNO5S2. Source: OMol25; level of theory: the ωB97M-V functional and the def2-TZVPD basis.

Each line ends with the Löwdin charge.
Atoms and positions in Å:
Mn (-1.84985, -1.15232, -0.93489)  0.671
C (-1.17933, 4.48946, 3.43930)  -0.100
O (-1.62249, 3.42639, 4.24984)  -0.082
C (-1.78359, 2.21429, 3.64372)  -0.284
C (-2.30633, 1.18714, 4.44328)  -0.038
C (-2.51051, -0.05462, 3.90720)  -0.032
C (-2.21130, -0.36896, 2.56247)  -0.091
C (-2.45598, -1.65522, 2.00200)  -0.352
C (-3.11610, -2.77988, 2.76483)  0.006
O (-2.15423, -1.96249, 0.83132)  -0.112
C (-1.66494, 0.68848, 1.74786)  -0.324
O (-1.34791, 0.52694, 0.51950)  -0.172
C (-1.46838, 1.96163, 2.33062)  0.044
H (-1.16411, 5.37098, 4.07803)  0.086
H (-1.85477, 4.66302, 2.59604)  0.097
H (-0.17140, 4.31073, 3.04972)  0.087
H (-2.54797, 1.39833, 5.47610)  0.104
H (-2.91581, -0.82032, 4.55331)  0.094
H (-3.34488, -2.53729, 3.79806)  0.053
H (-2.46216, -3.65133, 2.73237)  0.088
H (-4.03623, -3.05006, 2.24607)  0.095
H (-1.07181, 2.71834, 1.66928)  0.107
O (-1.92507, -1.11770, -2.92374)  -0.226
N (-1.12919, -1.83752, -3.68190)  -0.189
C (-0.99142, -1.47223, -4.97503)  -0.025
C (-0.24104, -2.20709, -5.85193)  -0.091
C (0.37646, -3.38008, -5.41067)  -0.097
C (0.24219, -3.73433, -4.08552)  -0.115
C (-0.48560, -2.94453, -3.18566)  -0.667
S (-0.58182, -3.30160, -1.51640)  0.657
H (-1.51740, -0.56664, -5.23356)  0.134
H (-0.14025, -1.87347, -6.87463)  0.093
H (0.95111, -3.99234, -6.09199)  0.095
H (0.70565, -4.62230, -3.68294)  0.092
O (0.27955, -0.08205, -1.48898)  -0.538
S (0.78994, 1.09853, -0.73171)  1.058
C (2.40845, 1.37232, -1.56118)  -0.338
C (3.12376, 0.32338, -2.11856)  -0.063
C (4.35360, 0.56405, -2.70886)  -0.079
C (4.87119, 1.85350, -2.74627)  -0.100
C (4.13570, 2.90769, -2.22522)  -0.096
C (2.90495, 2.66539, -1.63225)  -0.097
C (1.59364, 0.40291, 0.73333)  -0.353
C (2.02470, 1.22051, 1.76628)  -0.083
C (2.45816, 0.64577, 2.95184)  -0.087
C (2.48100, -0.73404, 3.08655)  -0.092
C (2.06843, -1.54606, 2.03773)  -0.064
C (1.61370, -0.97597, 0.85997)  -0.063
H (2.69952, -0.67344, -2.10229)  0.116
H (4.91529, -0.25314, -3.14395)  0.101
H (5.84477, 2.03529, -3.18358)  0.096
H (4.51917, 3.91848, -2.28866)  0.098
H (2.31566, 3.48487, -1.23566)  0.103
H (2.01497, 2.29697, 1.65005)  0.106
H (2.76687, 1.27223, 3.77901)  0.099
H (2.82130, -1.17972, 4.01246)  0.096
H (2.09298, -2.62296, 2.14110)  0.105
H (1.23745, -1.58783, 0.04698)  0.075
F (-4.35347, -0.00439, 0.21370)  -0.014
C (-3.69948, -0.28799, -0.98251)  -0.535
F (-3.62078, 0.95817, -1.60161)  -0.024
F (-4.68455, -0.94590, -1.71976)  -0.032

Energy in eV: -101244.130
Expectation value of S²: 8.757
E_LUMO (alpha / beta) in eV: 2.410 / 2.409
Frontier orbital gap (alpha / beta) in eV: 5.4 / 7.1
Spin multiplicity: 6
ΔE to the lowest compared entry with this formula, charge and spin in eV: 0.867
Total charge: -1
Molar mass in g mol⁻¹: 617.55



An isolated molecule of C15H15N3O4S. Source: OMol25; level of theory: the ωB97M-V functional and the def2-TZVPD basis.

Each line ends with the Löwdin charge.
Atoms and positions in Å:
C (0.75024, 2.62775, 5.12959)  0.008
C (1.80586, 1.78519, 4.46020)  -0.540
O (2.82745, 2.22136, 3.98044)  0.067
N (1.51529, 0.44719, 4.46199)  0.045
C (2.20260, -0.42927, 3.54935)  -0.066
C (1.52683, -0.48473, 2.18477)  -0.458
O (1.94727, -1.05758, 1.21761)  0.124
O (0.38335, 0.20717, 2.21201)  0.011
C (-0.31364, 0.37504, 0.99218)  -0.077
C (-1.25914, 1.54381, 1.17075)  -0.409
O (-1.39746, 2.15203, 2.20202)  0.108
N (-1.98787, 1.89109, 0.05777)  0.111
C (-1.97805, 1.32816, -1.18985)  -0.593
N (-1.29158, 0.31330, -1.56163)  0.096
C (-1.50160, -0.01184, -2.87354)  -0.322
C (-0.78063, -1.14416, -3.44132)  -0.170
C (-1.07313, -1.63585, -4.71322)  -0.033
C (-0.36880, -2.70886, -5.22454)  -0.084
C (0.63405, -3.30714, -4.47853)  -0.088
C (0.92869, -2.82696, -3.21311)  -0.074
C (0.22821, -1.75472, -2.69549)  -0.020
C (-2.39251, 0.80546, -3.51040)  -0.352
S (-2.99572, 2.02258, -2.45209)  1.053
H (1.13933, 3.62435, 5.31482)  0.084
H (0.42494, 2.17761, 6.06377)  0.081
H (-0.10203, 2.69901, 4.45385)  0.072
H (0.56978, 0.18698, 4.69852)  0.140
H (3.21249, -0.03144, 3.40401)  0.138
H (2.27866, -1.44075, 3.95734)  0.136
H (-0.87730, -0.53058, 0.73861)  0.147
H (0.38946, 0.56628, 0.17371)  0.137
H (-2.60642, 2.68376, 0.18930)  0.151
H (-1.85699, -1.18391, -5.30157)  0.104
H (-0.60408, -3.08187, -6.21061)  0.102
H (1.18194, -4.14506, -4.88325)  0.101
H (1.70840, -3.28736, -2.62519)  0.105
H (0.45801, -1.37770, -1.71164)  0.100
H (-2.72588, 0.78166, -4.52661)  0.064

SMILES string: CC(=O)NCC(=O)OCC(=O)Nc1nc(-c2ccccc2)cs1
Energy in eV: -39295.304
E_LUMO in eV: 0.369
Frontier orbital gap in eV: 8.8
ΔE to the lowest compared entry with this formula, charge and spin in eV: 0.290
Molar mass in g mol⁻¹: 333.37



An isolated molecule of C3H4N4O. Source: OMol25; level of theory: the ωB97M-V functional and the def2-TZVPD basis.

Each line ends with the Löwdin charge.
Atoms and positions in Å:
H (1.53967, 0.79325, -2.60285)  0.056
N (0.85882, 0.04316, -2.55617)  0.130
C (0.44508, 0.05707, -1.40286)  -0.451
C (-0.50843, -0.99087, -0.83625)  -0.041
N (-0.77854, -0.99281, 0.40631)  0.076
N (-0.55952, 0.00837, 1.18789)  -0.210
O (-0.90085, -0.08574, 2.54391)  0.042
C (0.29661, 0.98588, 0.75370)  -0.128
N (0.86288, 1.01087, -0.40668)  0.126
H (-1.06901, -1.70383, -1.48143)  0.123
H (-0.43317, -0.89913, 2.82709)  0.124
H (0.24646, 1.77380, 1.56733)  0.153

SMILES string: [H]/N=c1/cnn(O)cn1
Energy in eV: -11179.987
E_LUMO in eV: 0.409
Frontier orbital gap in eV: 9.4
ΔE to the lowest compared entry with this formula, charge and spin in eV: 3.982
Molar mass in g mol⁻¹: 112.09



Which of these has the lowest energy?
C27H23F3MnNO5S2



Among the records above, which one has the highest energy?
C3H4N4O



Please write out number 2 again, unchanged.
An isolated molecule of C15H15N3O4S. Source: OMol25; level of theory: the ωB97M-V functional and the def2-TZVPD basis.

Each line ends with the Löwdin charge.
Atoms and positions in Å:
C (0.75024, 2.62775, 5.12959)  0.008
C (1.80586, 1.78519, 4.46020)  -0.540
O (2.82745, 2.22136, 3.98044)  0.067
N (1.51529, 0.44719, 4.46199)  0.045
C (2.20260, -0.42927, 3.54935)  -0.066
C (1.52683, -0.48473, 2.18477)  -0.458
O (1.94727, -1.05758, 1.21761)  0.124
O (0.38335, 0.20717, 2.21201)  0.011
C (-0.31364, 0.37504, 0.99218)  -0.077
C (-1.25914, 1.54381, 1.17075)  -0.409
O (-1.39746, 2.15203, 2.20202)  0.108
N (-1.98787, 1.89109, 0.05777)  0.111
C (-1.97805, 1.32816, -1.18985)  -0.593
N (-1.29158, 0.31330, -1.56163)  0.096
C (-1.50160, -0.01184, -2.87354)  -0.322
C (-0.78063, -1.14416, -3.44132)  -0.170
C (-1.07313, -1.63585, -4.71322)  -0.033
C (-0.36880, -2.70886, -5.22454)  -0.084
C (0.63405, -3.30714, -4.47853)  -0.088
C (0.92869, -2.82696, -3.21311)  -0.074
C (0.22821, -1.75472, -2.69549)  -0.020
C (-2.39251, 0.80546, -3.51040)  -0.352
S (-2.99572, 2.02258, -2.45209)  1.053
H (1.13933, 3.62435, 5.31482)  0.084
H (0.42494, 2.17761, 6.06377)  0.081
H (-0.10203, 2.69901, 4.45385)  0.072
H (0.56978, 0.18698, 4.69852)  0.140
H (3.21249, -0.03144, 3.40401)  0.138
H (2.27866, -1.44075, 3.95734)  0.136
H (-0.87730, -0.53058, 0.73861)  0.147
H (0.38946, 0.56628, 0.17371)  0.137
H (-2.60642, 2.68376, 0.18930)  0.151
H (-1.85699, -1.18391, -5.30157)  0.104
H (-0.60408, -3.08187, -6.21061)  0.102
H (1.18194, -4.14506, -4.88325)  0.101
H (1.70840, -3.28736, -2.62519)  0.105
H (0.45801, -1.37770, -1.71164)  0.100
H (-2.72588, 0.78166, -4.52661)  0.064

SMILES string: CC(=O)NCC(=O)OCC(=O)Nc1nc(-c2ccccc2)cs1
Energy in eV: -39295.304
E_LUMO in eV: 0.369
Frontier orbital gap in eV: 8.8
ΔE to the lowest compared entry with this formula, charge and spin in eV: 0.290
Molar mass in g mol⁻¹: 333.37



Among the records above, which one has the highest ΔE to the lowest compared entry with this formula, charge and spin?
C3H4N4O